1.
# C4H7N3

One molecule with the formula C4H7N3 (the ωB97M-V functional and the def2-TZVPD basis, the OMol25 dataset).

XYZ file:
```
14
Properties=species:S:1:pos:R:3
C 2.427 0.160 0.503
N 1.285 -0.044 -0.700
C -0.086 -0.051 -0.389
N -0.955 0.458 -1.243
N -2.141 0.279 -0.638
C -2.038 -0.324 0.565
C -0.699 -0.564 0.774
H 1.920 -0.885 -0.393
H 3.061 0.953 0.089
H 1.840 0.587 1.324
H 1.495 0.393 -1.590
H -2.975 0.606 -1.098
H -2.906 -0.535 1.173
H -0.228 -1.034 1.624
```

Properties
Net charge: 0
Lowest unoccupied orbital energy: 0.9 eV
Multiplicity: 1
HOMO energy: -7.50 eV
Energy above the lowest of the compared OMol25 structures with the same formula, charge and spin: 397.08 kJ/mol
Orbital gap: 0.3081 Ha



2.
# C7H19N5

A 2-piece molecular cluster, C7H19N5 overall at a distorted geometry (the ωB97M-V functional and the def2-TZVPD basis, the OMol25 dataset).

XYZ file:
```
31
Properties=species:S:1:pos:R:3
C -1.802 0.667 1.900
C -2.340 0.091 0.900
C 0.961 1.031 -0.203
C 4.372 -0.769 -0.047
C -3.470 -1.562 -0.217
C -3.292 0.556 -1.304
C 2.874 -0.648 -0.217
N 0.626 2.357 -0.493
N 2.148 -1.222 0.882
N -0.052 0.095 -0.045
N 2.323 0.750 -0.092
N -2.913 -0.245 -0.157
H -2.571 1.110 2.615
H -0.808 0.631 2.259
H 4.862 -0.692 -1.029
H 4.971 -0.111 0.584
H 4.384 -1.874 0.034
H -3.270 -1.828 0.767
H -4.559 -1.537 -0.259
H -3.053 -2.129 -0.982
H -2.574 0.497 -2.177
H -4.191 0.181 -1.672
H -3.486 1.598 -1.065
H 2.579 -1.009 -1.129
H -0.349 2.662 -0.301
H 1.345 3.011 -0.770
H 2.410 -0.594 1.651
H 2.508 -2.063 1.200
H 0.394 -0.856 0.224
H 3.027 1.504 -0.108
H -1.056 0.399 -0.748
```

Properties
Net charge: +2
Lowest unoccupied orbital energy: -7.2 eV
Multiplicity: 1
HOMO energy: -17.07 eV
Energy above the lowest of the compared OMol25 structures with the same formula, charge and spin: 382.05 kJ/mol
Orbital gap: 0.3618 Ha



3.
# C40H90N4O9

A 7-piece molecular cluster, C40H90N4O9 overall at a distorted geometry (the ωB97M-V functional and the def2-TZVPD basis, the OMol25 dataset).

XYZ file:
```
143
Properties=species:S:1:pos:R:3
O 10.821 12.161 18.074
H 10.952 12.549 18.946
H 10.659 12.922 17.484
C 7.811 13.770 17.725
C 8.363 14.519 16.527
C 9.244 15.722 16.948
C 10.272 16.191 15.911
C 11.085 15.070 15.304
C 10.249 13.942 14.737
N 9.306 13.574 15.840
O 8.814 12.254 15.653
C 9.462 14.246 13.456
C 11.276 12.840 14.350
C 7.289 14.905 15.514
H 7.213 12.864 17.631
H 7.181 14.444 18.318
H 8.572 13.467 18.452
H 8.712 16.600 17.321
H 9.793 15.406 17.845
H 10.934 16.895 16.416
H 9.715 16.755 15.156
H 11.605 14.622 16.157
H 11.794 15.424 14.554
H 9.252 15.320 13.427
H 10.088 14.025 12.590
H 8.524 13.726 13.271
H 11.943 12.616 15.189
H 10.811 11.888 14.094
H 11.906 13.204 13.542
H 7.596 15.864 15.069
H 6.341 15.329 15.868
H 7.117 14.174 14.734
H 9.363 11.740 16.259
C 11.246 22.416 16.122
C 11.419 21.681 14.786
C 12.445 22.400 13.933
C 12.917 21.672 12.703
C 13.433 20.306 13.169
C 12.475 19.437 13.963
N 11.814 20.260 14.972
O 11.062 19.590 15.953
C 11.478 18.823 12.964
C 13.247 18.286 14.635
C 10.079 21.700 14.012
H 10.728 21.838 16.878
H 10.942 23.459 16.033
H 12.286 22.602 16.430
H 12.042 23.339 13.523
H 13.310 22.808 14.468
H 13.695 22.215 12.158
H 12.174 21.665 11.898
H 14.334 20.475 13.769
H 13.766 19.719 12.308
H 10.601 18.501 13.536
H 11.107 19.547 12.238
H 11.859 17.949 12.435
H 14.018 18.721 15.277
H 12.637 17.582 15.195
H 13.827 17.707 13.911
H 9.840 22.761 13.896
H 9.307 21.157 14.556
H 10.126 21.282 13.008
H 11.601 19.752 16.735
C 5.821 10.676 10.916
C 6.124 11.505 9.636
C 4.819 11.553 8.838
C 4.722 12.670 7.736
C 5.075 13.968 8.413
C 6.453 14.053 9.105
N 6.542 12.870 9.978
O 7.708 12.901 10.751
C 7.544 14.015 8.005
C 6.568 15.304 9.968
C 7.185 10.819 8.764
H 4.902 11.027 11.375
H 6.700 10.740 11.554
H 5.678 9.643 10.596
H 4.585 10.596 8.374
H 4.008 11.878 9.494
H 3.687 12.610 7.408
H 5.414 12.447 6.920
H 4.295 14.205 9.145
H 4.973 14.799 7.705
H 8.563 14.217 8.338
H 7.447 13.114 7.411
H 7.322 14.896 7.391
H 5.982 16.107 9.498
H 6.091 15.242 10.941
H 7.593 15.662 9.881
H 8.204 11.010 9.108
H 7.137 11.002 7.692
H 7.041 9.736 8.853
H 8.445 12.582 10.199
C 3.273 15.881 17.790
C 3.624 16.901 18.845
C 2.783 16.612 20.085
C 3.140 17.338 21.361
C 4.619 16.981 21.652
C 5.560 17.255 20.455
N 5.041 16.702 19.194
O 5.923 16.817 18.120
C 5.969 18.742 20.322
C 6.794 16.482 20.820
C 3.375 18.384 18.390
H 2.202 15.838 17.579
H 3.652 14.895 18.060
H 3.733 16.072 16.815
H 1.723 16.774 19.859
H 2.854 15.530 20.250
H 2.584 16.936 22.209
H 2.928 18.397 21.208
H 4.631 15.939 21.960
H 5.013 17.637 22.430
H 5.048 19.329 20.289
H 6.393 19.064 21.276
H 6.583 19.022 19.472
H 6.681 15.395 20.847
H 7.620 16.710 20.134
H 7.261 16.647 21.798
H 4.200 18.803 17.813
H 3.243 19.081 19.217
H 2.427 18.451 17.853
H 5.798 17.725 17.787
C 5.009 12.528 14.171
C 4.326 12.667 15.510
O 2.982 12.182 15.407
O 4.778 13.519 13.186
H 4.676 11.569 13.753
H 6.068 12.275 14.310
H 4.332 13.653 15.989
H 4.937 12.133 16.252
H 2.455 12.752 15.973
H 5.561 14.080 13.217
C 10.678 8.679 18.475
C 11.010 7.205 18.567
O 12.096 6.863 19.411
O 11.748 9.377 17.803
H 10.551 9.172 19.443
H 9.774 8.826 17.875
H 11.118 6.762 17.576
H 10.163 6.755 19.090
H 12.902 7.287 19.097
H 11.446 10.295 17.758
```

Properties
Net charge: 0
Lowest unoccupied orbital energy: 0.3 eV
Multiplicity: 1
HOMO energy: -7.96 eV
Energy above the lowest of the compared OMol25 structures with the same formula, charge and spin: 0.00 kJ/mol
Orbital gap: 0.3029 Ha



4.
# C20H31AlB2Br3CaF5O20PS

C20H31AlB2Br3CaF5O20PS as an isolated structure at a distorted geometry (the ωB97M-V functional and the def2-TZVPD basis, the OMol25 dataset).

XYZ file:
```
85
Properties=species:S:1:pos:R:3
C -2.435 -2.090 -3.245
C -1.383 -0.907 -3.025
O -0.447 -0.865 -4.121
P 1.054 -0.238 -3.772
O 1.508 0.562 -4.993
C 1.183 0.911 -2.314
C 0.016 1.942 -2.125
O 0.353 2.724 -0.900
S -0.608 2.091 0.303
O -0.453 0.611 0.410
O -0.093 2.656 1.828
O 2.146 -1.547 -3.693
C 2.550 -1.839 -2.340
C 1.357 -2.387 -1.420
H -3.462 -1.650 -3.379
H -2.145 -2.746 -4.103
H -2.494 -2.742 -2.324
H -2.003 0.039 -3.093
H -0.939 -0.993 -2.001
H 1.389 0.391 -1.332
H 2.119 1.525 -2.489
H -0.996 1.502 -1.926
H -0.070 2.658 -2.984
H 0.507 1.964 2.199
H 3.115 -0.996 -1.844
H 3.283 -2.696 -2.390
H 0.538 -2.682 -2.126
H 1.678 -3.318 -0.881
H 1.046 -1.632 -0.653
Ca -2.353 2.778 1.704
C -6.727 -0.124 0.971
Br -7.458 1.587 1.506
Br -7.216 -0.580 -0.843
Br -4.810 -0.194 1.213
H -7.163 -0.874 1.624
C 5.915 4.409 -1.039
C 5.211 3.942 0.220
C 4.039 3.164 -0.346
O 4.475 2.615 -1.602
C 5.715 3.224 -1.965
H 6.965 4.659 -0.891
H 5.408 5.290 -1.444
H 5.867 3.273 0.785
H 4.905 4.754 0.879
H 3.184 3.819 -0.544
H 3.713 2.356 0.312
H 6.509 2.477 -1.832
H 5.682 3.516 -3.031
F -0.852 4.316 3.956
B -1.240 -0.928 6.453
O -1.346 0.381 5.765
C -2.306 0.285 4.882
O -2.654 1.187 4.143
C -2.893 -1.075 4.924
O -3.797 -1.475 4.230
O -2.273 -1.790 5.842
F -1.490 -0.771 7.835
F 0.043 -1.479 6.247
B 2.768 -5.279 4.743
O 3.372 -5.681 3.447
C 2.700 -5.089 2.501
O 2.935 -5.203 1.309
C 1.617 -4.256 3.098
O 0.833 -3.585 2.489
O 1.655 -4.368 4.411
O 2.290 -6.452 5.486
C 2.933 -6.473 6.657
O 2.775 -7.307 7.505
C 3.855 -5.319 6.726
O 4.581 -5.045 7.641
O 3.760 -4.612 5.597
Al 6.160 2.441 -4.624
F 4.382 -6.795 1.773
F 8.722 3.257 -5.708
C -5.884 3.168 -4.846
C -6.481 2.290 -3.724
C -7.921 2.766 -3.427
O -5.750 2.469 -2.622
H -5.850 4.225 -4.570
H -4.869 2.852 -5.098
H -6.489 3.085 -5.756
H -6.578 1.275 -4.150
H -7.953 3.810 -3.105
H -8.385 2.157 -2.648
H -8.542 2.680 -4.326
```

Properties
Net charge: -1
Lowest unoccupied orbital energy: -4.9 eV
Multiplicity: 1
HOMO energy: -5.98 eV
Orbital gap: 0.0388 Ha



5.
# C12H30ClLiN2O4

C12H30ClLiN2O4 as an isolated structure at a distorted geometry (the ωB97M-V functional and the def2-TZVPD basis, the OMol25 dataset).

XYZ file:
```
50
Properties=species:S:1:pos:R:3
Li -0.849 -1.316 3.108
Cl -0.148 -0.486 1.890
C 0.756 -3.812 2.651
O -0.334 -3.030 3.144
C -1.545 -3.772 3.246
C -2.292 -3.635 1.920
N -2.421 -2.180 1.510
C -3.137 -1.912 0.251
C -3.165 -0.447 -0.268
O -3.679 0.412 0.738
C -3.925 1.736 0.310
H 1.197 -4.431 3.432
H 1.648 -3.201 2.511
H 0.657 -4.420 1.752
H -2.161 -3.352 4.041
H -1.398 -4.821 3.503
H -3.279 -4.096 1.970
H -1.817 -4.261 1.165
H -1.521 -1.724 1.542
H -4.192 -2.152 0.384
H -2.717 -2.542 -0.533
H -3.748 -0.382 -1.186
H -2.171 -0.047 -0.466
H -3.060 2.347 0.055
H -4.420 2.337 1.073
H -4.726 1.745 -0.430
C -1.492 1.246 0.870
O -0.494 1.777 0.059
C 0.661 1.021 -0.091
C 1.813 1.808 -0.672
N 2.963 1.035 -1.008
C 4.118 1.788 -1.529
C 3.723 2.548 -2.877
O 4.878 3.110 -3.435
C 4.675 3.650 -4.748
H -1.190 1.165 1.914
H -1.754 0.256 0.497
H -2.447 1.771 0.867
H 0.448 0.189 -0.761
H 0.941 0.578 0.865
H 2.041 2.599 0.043
H 1.395 2.275 -1.564
H 2.608 0.295 -1.596
H 5.053 1.258 -1.709
H 4.430 2.521 -0.784
H 3.077 3.413 -2.724
H 3.260 1.865 -3.588
H 4.415 2.824 -5.409
H 5.544 4.173 -5.149
H 3.783 4.275 -4.783
```

Properties
Net charge: 0
Lowest unoccupied orbital energy: 0.2 eV
Multiplicity: 1
HOMO energy: -7.55 eV
Energy above the lowest of the compared OMol25 structures with the same formula, charge and spin: 852.06 kJ/mol
Orbital gap: 0.2840 Ha



6.
# C4H8O3

A 2-piece molecular cluster, C4H8O3 overall at a distorted geometry (the ωB97M-V functional and the def2-TZVPD basis, the OMol25 dataset).

XYZ file:
```
15
Properties=species:S:1:pos:R:3
C 0.670 -0.945 1.719
O -0.169 -0.118 0.946
C -1.975 -1.612 -0.137
O -1.528 -2.551 0.326
C 0.485 0.696 -0.003
C -0.375 0.879 -1.251
O 0.258 1.907 -1.991
H 1.248 -1.642 1.093
H 1.369 -0.370 2.343
H 0.022 -1.534 2.375
H 0.673 1.694 0.417
H 1.449 0.261 -0.300
H -0.427 -0.056 -1.830
H -1.403 1.146 -0.967
H -0.296 2.125 -2.748
```

Properties
Net charge: 0
Lowest unoccupied orbital energy: 0.9 eV
Multiplicity: 1
HOMO energy: -9.96 eV
Energy above the lowest of the compared OMol25 structures with the same formula, charge and spin: 212.27 kJ/mol
Orbital gap: 0.3983 Ha



7.
# C24H68N4O8

A 8-piece molecular cluster, C24H68N4O8 overall at a distorted geometry (the ωB97M-V functional and the def2-TZVPD basis, the OMol25 dataset).

XYZ file:
```
104
Properties=species:S:1:pos:R:3
C 17.059 -8.186 -9.424
C 18.060 -8.728 -8.352
C 18.231 -7.822 -7.122
O 18.575 -6.511 -7.623
C 18.728 -5.457 -6.550
N 17.614 -10.031 -7.909
H 16.048 -8.274 -9.026
H 17.105 -8.865 -10.276
H 17.344 -7.153 -9.619
H 19.073 -8.684 -8.750
H 19.017 -8.146 -6.440
H 17.330 -7.863 -6.510
H 17.904 -5.426 -5.838
H 18.906 -4.502 -7.045
H 19.617 -5.591 -5.935
H 17.767 -10.763 -8.588
H 16.610 -10.052 -7.800
C 1.429 -5.336 -4.329
C 2.986 -5.235 -3.951
C 3.436 -6.150 -2.830
O 2.644 -6.044 -1.609
C 3.181 -6.816 -0.529
N 3.674 -5.476 -5.233
H 0.797 -4.911 -3.549
H 1.134 -6.372 -4.493
H 1.191 -4.736 -5.207
H 3.320 -4.239 -3.657
H 4.447 -5.831 -2.577
H 3.412 -7.216 -3.055
H 2.797 -7.793 -0.822
H 2.706 -6.566 0.419
H 4.245 -6.871 -0.300
H 3.042 -5.069 -5.909
H 3.726 -6.444 -5.514
C 13.005 -5.036 -1.071
C 11.658 -5.358 -0.454
C 10.949 -3.972 -0.037
O 9.735 -4.140 0.480
C 9.664 -4.961 1.645
N 10.810 -6.144 -1.358
H 13.609 -4.542 -0.310
H 12.842 -4.362 -1.912
H 13.654 -5.879 -1.309
H 11.835 -5.966 0.433
H 10.751 -3.360 -0.917
H 11.575 -3.356 0.609
H 9.537 -5.959 1.226
H 8.862 -4.675 2.326
H 10.651 -5.092 2.087
H 9.909 -5.705 -1.237
H 10.889 -5.768 -2.292
C 15.344 0.357 -13.585
C 14.292 1.180 -12.875
C 14.655 1.369 -11.382
O 13.452 1.683 -10.643
C 13.555 1.736 -9.236
N 14.040 2.459 -13.505
H 14.983 -0.040 -14.534
H 15.615 -0.497 -12.964
H 16.318 0.843 -13.637
H 13.321 0.684 -12.870
H 15.473 2.089 -11.349
H 15.181 0.570 -10.859
H 12.606 1.964 -8.751
H 14.356 2.426 -8.970
H 13.882 0.721 -9.014
H 13.208 2.768 -13.021
H 14.759 3.099 -13.199
C 7.411 -8.922 -11.948
C 7.561 -7.750 -10.865
O 7.828 -8.190 -9.554
H 8.239 -9.630 -11.958
H 7.416 -8.435 -12.923
H 6.516 -9.543 -11.895
H 6.662 -7.135 -10.911
H 8.279 -6.988 -11.166
H 7.910 -7.496 -8.896
C 11.410 -4.089 -7.407
C 10.075 -3.723 -6.824
O 9.385 -4.812 -6.277
H 12.181 -4.059 -6.637
H 11.866 -3.343 -8.059
H 11.470 -5.068 -7.883
H 9.445 -3.223 -7.560
H 10.304 -2.996 -6.045
H 8.452 -4.589 -6.259
C 6.696 2.882 -3.468
C 7.924 1.980 -3.500
O 9.023 2.744 -3.162
H 5.848 2.206 -3.352
H 6.411 3.444 -4.357
H 6.716 3.491 -2.564
H 8.032 1.594 -4.514
H 7.705 1.204 -2.767
H 9.222 3.491 -3.731
C 5.414 1.523 -9.668
C 3.921 1.647 -9.883
O 3.446 2.822 -9.309
H 5.940 2.305 -10.215
H 5.780 0.565 -10.037
H 5.518 1.660 -8.591
H 3.492 0.796 -9.354
H 3.612 1.602 -10.927
H 2.558 2.603 -9.019
```

Properties
Net charge: 0
Lowest unoccupied orbital energy: 0.2 eV
Multiplicity: 1
HOMO energy: -9.19 eV
Energy above the lowest of the compared OMol25 structures with the same formula, charge and spin: 487.67 kJ/mol
Orbital gap: 0.3441 Ha



Question: Which value of HOMO energy does entry 2 give?
Answer: -17.07 eV



Question: What is the multiplicity in the fourth record?
Answer: 1